Density functional theory data (wB97M-V/def2-TZVPD) for C34H64Br2Cl28GaOS as an isolated structure.

Structure (XYZ):
```
131
Properties=species:S:1:pos:R:3:forces:R:3:mulliken_charge:R:1
C -0.707 1.219 0.775 0.181 -0.109 0.425 0.648
C 0.684 1.501 1.338 -0.254 -0.179 0.108 -0.451
S 0.594 1.764 3.142 0.551 -0.059 0.003 0.025
C 1.889 0.593 3.656 -0.301 -0.292 0.056 -0.484
Ga 1.270 -1.322 3.808 0.399 0.116 0.163 -0.448
Cl -0.965 -1.541 3.840 0.025 -0.062 -0.117 -0.440
C 1.921 -2.107 5.614 -0.113 -0.325 0.422 0.485
C 0.814 -2.635 6.402 -0.324 -1.743 -0.155 -0.128
O 0.354 -3.761 6.409 0.583 1.748 0.017 -0.561
Cl 0.046 -1.420 7.524 0.041 0.059 -0.062 -0.270
C 2.207 -2.457 2.379 -0.868 -0.355 -1.257 0.415
Br 3.949 -3.117 2.927 -0.049 0.033 -0.073 -0.300
C 1.828 -2.833 1.135 0.954 -0.082 1.021 0.377
C 2.538 -3.726 0.142 -0.521 0.527 -0.339 -0.488
Br 0.155 -2.196 0.457 -0.009 -0.029 0.053 -0.144
H -1.087 0.329 1.291 -0.011 0.076 -0.253 -0.101
H -1.398 2.028 1.017 0.221 -0.265 -0.237 -0.772
H -0.669 1.045 -0.308 -0.126 0.085 0.151 0.313
H 1.309 0.616 1.189 0.034 0.164 -0.042 0.094
H 1.173 2.364 0.872 -0.108 -0.140 -0.019 0.391
H 2.716 0.636 2.942 0.022 0.167 0.142 0.167
H 2.256 0.934 4.629 0.009 -0.022 -0.129 0.466
H 2.577 -2.958 5.393 -0.143 0.189 -0.105 0.390
H 2.488 -1.333 6.141 -0.606 -0.306 -0.322 -0.336
H 3.616 -3.692 0.268 -0.036 -0.174 0.218 0.168
H 2.329 -3.371 -0.875 0.037 -0.072 0.187 -0.214
H 2.150 -4.752 0.193 0.248 0.157 0.136 0.268
Cl -1.575 7.070 4.344 0.108 -0.101 -0.119 -0.220
C -2.939 6.031 3.831 -0.056 0.033 -0.123 -0.327
C -2.603 4.564 3.816 -0.088 -0.169 0.160 -0.196
Cl -1.480 4.076 2.532 -0.122 0.554 -0.057 -0.203
H -3.276 6.359 2.850 0.385 0.049 0.279 0.097
H -3.744 6.194 4.547 0.031 0.044 0.024 0.416
H -3.523 4.005 3.643 -0.019 0.013 0.043 -0.090
H -2.174 4.240 4.762 0.024 0.010 -0.012 0.423
Cl 6.660 -2.769 -1.126 0.046 -0.058 0.184 -0.157
C 7.257 -4.393 -1.543 0.197 0.058 -0.090 -0.488
C 6.148 -5.366 -1.835 -0.070 -0.135 -0.134 -0.265
Cl 5.228 -5.805 -0.377 0.053 -0.047 0.011 -0.151
H 7.885 -4.743 -0.727 -0.056 0.035 0.051 0.332
H 7.875 -4.274 -2.432 -0.022 -0.028 -0.022 0.283
H 6.573 -6.290 -2.225 0.043 0.017 -0.002 0.345
H 5.451 -4.966 -2.569 -0.050 0.062 0.072 0.100
Cl 4.298 -1.401 -3.151 -0.088 -0.068 -0.112 -0.095
C 3.196 -1.789 -4.502 -0.052 0.054 -0.070 -0.187
C 2.089 -2.730 -4.104 0.010 0.026 0.081 -0.550
Cl 2.673 -4.378 -3.728 0.083 0.025 -0.016 -0.218
H 3.804 -2.188 -5.311 -0.019 -0.050 0.039 0.295
H 2.747 -0.853 -4.834 0.010 0.006 -0.008 0.169
H 1.384 -2.821 -4.926 0.004 -0.058 -0.006 0.279
H 1.557 -2.363 -3.228 0.013 -0.052 0.035 0.333
Cl -0.176 -8.296 6.359 -0.011 -0.014 0.000 -0.227
C -0.497 -6.789 5.441 -0.035 0.055 -0.006 -0.197
C -0.210 -6.956 3.974 -0.112 0.077 -0.078 -0.376
Cl 1.533 -7.134 3.641 0.033 -0.043 -0.032 -0.198
H 0.098 -5.995 5.875 0.070 0.050 0.053 0.131
H -1.549 -6.551 5.583 -0.002 -0.030 -0.009 0.313
H -0.544 -6.067 3.440 0.044 0.048 0.057 0.227
H -0.719 -7.826 3.563 0.061 -0.034 0.016 0.367
Cl -0.161 -0.533 -5.232 -0.083 0.136 -0.015 -0.119
C -1.221 -0.892 -6.619 0.044 -0.003 -0.117 -0.682
C -2.381 -1.771 -6.230 0.199 0.063 -0.057 0.002
Cl -1.852 -3.424 -5.801 -0.025 -0.009 0.026 -0.207
H -0.610 -1.352 -7.392 0.009 -0.034 0.033 0.334
H -1.596 0.059 -6.994 -0.018 0.015 0.060 0.388
H -3.070 -1.866 -7.066 0.027 0.002 -0.026 0.348
H -2.925 -1.369 -5.383 0.259 -0.040 -0.022 -0.077
Cl -8.282 -3.081 -5.473 0.007 0.008 -0.021 -0.194
C -6.652 -3.802 -5.400 0.021 -0.061 -0.031 -0.444
C -5.734 -3.051 -4.473 0.101 -0.107 0.160 -0.355
Cl -5.317 -1.433 -5.098 -0.530 0.078 0.108 -0.199
H -6.255 -3.830 -6.412 -0.017 0.044 -0.007 0.304
H -6.770 -4.823 -5.043 -0.005 0.016 0.038 0.324
H -4.799 -3.598 -4.362 0.011 0.011 -0.055 0.223
H -6.178 -2.919 -3.489 -0.036 0.066 -0.026 0.360
Cl -3.854 7.505 7.047 -0.071 -0.005 0.078 -0.172
C -3.709 9.079 6.226 0.032 0.047 -0.022 -0.406
C -4.941 9.927 6.403 0.026 0.084 0.037 -0.419
Cl -6.348 9.261 5.531 -0.005 -0.005 0.012 -0.187
H -3.500 8.887 5.177 -0.022 -0.040 -0.001 0.251
H -2.848 9.585 6.660 -0.015 0.002 0.025 0.326
H -4.758 10.921 6.000 0.007 -0.019 -0.040 0.294
H -5.214 10.019 7.451 -0.029 -0.056 -0.005 0.323
Cl -2.767 3.416 -0.531 -0.156 0.243 -0.261 -0.051
C -3.687 2.899 -1.966 0.094 -0.023 -0.173 -0.870
C -4.516 1.671 -1.686 0.148 0.330 -0.193 0.569
Cl -3.512 0.223 -1.409 0.712 0.404 -0.648 -0.124
H -2.978 2.722 -2.772 0.037 0.006 0.033 0.463
H -4.342 3.722 -2.251 -0.048 -0.018 0.038 0.384
H -5.159 1.458 -2.539 0.025 -0.032 -0.014 0.427
H -5.141 1.802 -0.808 0.321 0.044 -0.199 -0.798
Cl -7.161 4.616 -0.847 0.051 0.019 -0.071 -0.224
C -6.227 3.760 0.416 -0.126 -0.084 0.079 0.604
C -6.248 4.495 1.728 0.031 -0.156 0.071 -0.150
Cl -5.278 5.987 1.644 -0.433 0.112 -0.229 -0.223
H -5.209 3.630 0.060 -0.082 0.177 0.083 -0.669
H -6.685 2.779 0.531 -0.041 0.001 0.062 0.169
H -5.791 3.875 2.495 0.000 -0.071 -0.045 0.017
H -7.260 4.746 2.038 0.021 0.138 -0.066 0.444
Cl 3.941 2.317 -6.687 -0.065 0.069 -0.096 -0.191
C 4.624 2.808 -5.114 0.130 -0.002 0.028 -0.453
C 3.804 2.289 -3.965 0.003 -0.112 0.158 0.145
Cl 2.206 3.068 -3.840 -0.022 0.021 -0.073 -0.188
H 4.700 3.892 -5.104 -0.086 0.003 -0.031 0.385
H 5.627 2.386 -5.060 -0.021 -0.055 -0.016 0.268
H 4.320 2.480 -3.025 0.027 0.021 -0.018 0.322
H 3.645 1.218 -4.055 -0.005 0.021 0.020 -0.306
Cl 7.622 1.568 -8.521 0.009 -0.001 0.018 -0.171
C 7.582 -0.182 -8.856 0.050 -0.038 -0.060 -0.442
C 6.245 -0.795 -8.526 -0.076 -0.026 -0.069 -0.518
Cl 5.932 -0.813 -6.775 0.037 -0.036 0.091 -0.116
H 8.381 -0.649 -8.286 -0.016 0.031 0.046 0.308
H 7.788 -0.308 -9.918 -0.033 0.017 -0.006 0.308
H 6.224 -1.829 -8.866 0.041 -0.005 0.018 0.328
H 5.432 -0.253 -9.004 0.011 0.057 0.046 0.292
Cl 5.690 0.605 3.856 -0.060 0.011 -0.010 -0.119
C 6.600 0.169 5.318 0.088 0.031 0.026 -0.496
C 5.924 -0.905 6.133 0.015 -0.143 0.025 -0.305
Cl 4.416 -0.344 6.898 0.464 0.322 0.172 -0.210
H 6.737 1.075 5.905 -0.037 0.003 0.002 0.302
H 7.575 -0.190 4.993 -0.015 -0.031 0.001 0.301
H 6.593 -1.210 6.937 -0.011 0.011 0.011 0.372
H 5.679 -1.776 5.529 -0.051 0.063 -0.062 0.155
Cl -6.259 -0.192 -0.321 -0.893 -0.670 0.541 -0.180
C -5.197 -0.927 0.915 0.015 -0.283 0.268 -0.118
C -5.235 -0.171 2.216 -0.057 -0.144 0.181 -0.856
Cl -4.448 1.424 2.094 0.041 0.035 -0.077 -0.022
H -4.190 -0.973 0.509 -0.192 0.042 0.093 0.028
H -5.560 -1.941 1.075 -0.065 0.017 0.046 0.400
H -4.689 -0.727 2.976 0.084 -0.018 -0.047 0.425
H -6.256 -0.022 2.558 0.004 0.070 -0.024 0.330
```
Forces are in eV/Å.

Results
- Molar mass: 1743.2 g mol⁻¹
- E: -21765.7040 hartree
- Charge: -1
- Gap between HOMO and LUMO: 6.00 eV
- LUMO energy: 1.537 eV